[1]
Formula: C4H6Br2O2
Source: the OMol25 dataset
Level of theory: ωB97M-V with the def2-TZVPD basis set

gap between HOMO and LUMO	9.658	eV
multiplicity	1
energy	-148423.3158	eV
energy relative to the best compared isomer or geometry (same formula, charge and spin)	28.3	kcal/mol
lowest unoccupied orbital energy	0.01296	hartree
charge	0

```
14
Properties=species:S:1:pos:R:3:forces:R:3:mulliken_charge:R:1
O 2.123924 2.114918 -1.444377 1.6 0.7 -1.2 -0.35
C 1.234521 1.727802 -0.844495 -0.1 0.0 0.2 0.81
C 0.208587 1.383815 -0.158813 -1.4 -1.9 3.7 -0.85
C -0.948084 0.479279 -0.626530 2.5 0.1 1.8 -0.38
C -0.841081 -0.805071 0.192718 -2.4 -0.2 1.0 -0.20
O -0.911647 -0.698479 1.615631 1.5 -0.7 -2.6 -0.44
Br -2.397993 -2.056384 -0.508933 0.4 0.7 0.5 -0.24
H 0.306867 1.289814 1.004530 0.2 0.8 -2.3 0.28
H -0.702098 0.108550 -1.574283 -0.6 0.1 -1.9 0.43
H -1.778283 1.119845 -0.476531 -1.5 -0.3 -0.3 0.29
H -0.105924 -1.482777 -0.173954 1.1 0.1 0.5 0.22
H -1.784011 -0.386308 1.758491 -1.4 0.6 0.7 0.40
Br 2.993341 -2.041566 -0.039676 0.4 -0.1 0.1 -0.22
H 4.332458 -2.389845 0.339551 -0.4 0.1 -0.1 0.23
```
Forces are in eV/Å.

***

[2]
Formula: C35H88CoF8N2O19S4
Source: the OMol25 dataset
Level of theory: ωB97M-V with the def2-TZVPD basis set

gap between HOMO and LUMO (alpha / beta)	2.969 / 8.687	eV
<S²>	6.010
multiplicity	5
energy	-182308.7038	eV
lowest unoccupied orbital energy (alpha / beta)	0.06380 / 0.06378	hartree
charge	-1

```
157
Properties=species:S:1:pos:R:3:forces:R:3:mulliken_charge:R:1
Co 2.483863 2.020010 -0.044566 0.4 0.8 -0.9 -0.11
N 4.285783 1.905790 -0.729496 0.0 -2.6 -0.1 0.81
S 5.490633 2.829670 -1.201126 3.5 0.4 -0.6 0.77
O 5.371913 3.431060 -2.513596 -0.5 0.1 0.7 -0.68
O 6.807273 2.502360 -0.667996 -1.0 0.7 -0.3 -0.68
F 5.118873 4.066360 -0.231666 -0.7 0.4 0.2 -0.19
S 4.931813 0.477620 -1.495146 2.5 0.5 -0.6 0.58
O 5.965723 -0.191990 -0.708126 -1.9 0.4 -0.6 -0.61
O 5.056843 0.497200 -2.952296 -1.1 -0.5 1.2 -0.65
F 3.628243 -0.461740 -1.260976 0.2 1.0 0.0 -0.35
C -0.484327 2.222490 2.545724 0.5 -0.2 0.8 0.28
F -0.323097 1.359470 3.553694 0.1 0.4 -0.5 -0.20
F -1.659537 2.811780 2.677424 -0.5 0.0 -0.2 -0.18
F 0.439023 3.204340 2.663604 -0.2 -1.0 -0.6 -0.07
S -0.518937 1.279540 0.868594 -1.6 1.6 -2.5 -1.41
O -1.614737 0.307070 0.885294 1.7 1.4 0.9 0.42
O -0.735777 2.353760 -0.121246 0.9 -1.0 1.6 -0.14
N 1.156933 0.765770 0.564064 -3.7 0.2 1.1 1.38
S 1.178493 -0.745190 1.003484 3.7 -4.2 2.5 -0.23
O 2.596433 -1.223840 1.055584 -3.8 1.1 -0.5 -0.60
O 0.361823 -1.026030 2.202724 1.0 0.4 -2.5 -0.40
C 0.385543 -1.685190 -0.508916 -0.3 -0.8 -0.2 -0.18
F -0.780977 -1.165980 -0.918366 0.6 0.1 -0.1 0.22
F 1.197733 -1.756640 -1.574426 -0.1 0.5 0.8 0.14
F 0.113763 -2.951210 -0.158846 0.3 0.2 0.5 -0.05
C 3.520863 5.424410 4.640154 -0.1 -0.1 0.2 -1.67
C 2.969523 5.920270 3.301464 1.0 1.7 1.2 1.25
C 3.285283 7.435880 3.182084 -0.4 0.4 0.0 -1.47
O 3.597033 5.280660 2.234094 -0.2 -0.8 -1.0 -0.21
H 3.344703 4.358410 4.784064 -0.3 0.1 0.1 0.38
H 3.102483 6.031070 5.443284 -0.3 -0.3 0.1 0.42
H 4.598133 5.538500 4.760934 0.2 0.2 -0.5 0.35
H 1.898143 5.724380 3.258424 0.0 0.0 -0.2 -0.30
H 4.346643 7.612900 3.008104 0.3 -0.4 0.1 0.37
H 3.050393 8.029120 4.065824 -0.2 -0.3 0.3 0.41
H 2.791043 7.965810 2.367834 -0.3 -0.4 -0.3 0.34
H 4.469743 5.668370 2.135764 0.3 -0.2 -0.2 0.21
C 0.239493 5.531460 0.421964 0.1 0.0 -1.0 -0.79
C 1.313063 4.971800 -0.543006 0.7 1.6 0.0 0.93
C 2.315183 6.116130 -1.044606 -0.9 -1.1 0.4 -1.18
O 2.096663 4.016730 0.177734 -0.3 -0.3 -0.3 0.58
H -0.484757 4.759350 0.681594 0.1 0.0 -0.1 -0.36
H -0.258137 6.346680 -0.103286 -0.3 0.0 0.1 0.57
H 0.641713 5.948410 1.345254 0.4 -0.1 -0.1 -0.01
H 0.867513 4.447570 -1.388446 -0.1 0.0 0.2 -0.13
H 2.919573 6.378420 -0.176266 -0.1 0.4 0.0 0.13
H 1.769863 6.971530 -1.443366 0.0 0.1 0.2 0.40
H 3.031953 5.803190 -1.803816 -0.2 -0.4 0.0 0.31
H 2.656873 4.536810 0.758484 0.7 0.0 0.8 -0.29
C -2.940667 -1.115160 -3.208406 0.1 0.3 0.4 -0.58
C -3.863417 -1.521610 -4.358136 0.0 0.5 1.6 0.54
C -4.348637 -0.429800 -5.271426 -0.7 1.0 -0.2 -1.52
O -3.180327 -2.470560 -5.090576 1.4 -1.3 -1.4 -0.52
H -2.678307 -2.013650 -2.649866 0.1 -0.1 -0.1 -0.04
H -3.384057 -0.447630 -2.469546 -0.5 0.0 -0.2 0.61
H -2.009917 -0.618180 -3.481936 0.0 -0.1 -0.5 -0.10
H -4.626187 -2.129800 -3.871946 -1.0 0.8 0.1 0.21
H -4.950577 0.335980 -4.782206 0.0 -0.1 0.4 0.36
H -4.992777 -0.778470 -6.078646 -0.1 -0.5 0.0 0.42
H -3.561657 0.114400 -5.793556 0.5 -0.2 0.3 0.33
H -3.771617 -2.755930 -5.790966 0.2 -0.2 -0.2 0.28
C -3.650307 3.860360 -0.117266 -1.1 0.6 -0.8 -1.55
C -4.226627 2.449370 -0.260016 2.3 -0.3 0.2 2.13
C -4.467397 1.785920 1.059564 -0.9 -0.3 1.2 -1.52
O -5.387527 2.473190 -1.029276 -1.3 0.5 -0.6 -0.65
H -4.391227 4.446450 0.426454 0.2 0.1 0.6 0.39
H -3.680267 4.368880 -1.080916 0.1 -0.3 -0.4 0.40
H -2.629187 4.003580 0.236154 -0.3 -0.6 0.4 0.19
H -3.527367 1.825350 -0.816556 0.5 0.1 0.0 -0.63
H -5.372147 2.205870 1.499074 -0.3 0.3 0.0 0.59
H -3.732247 1.886170 1.858064 0.4 0.1 -0.5 0.09
H -4.671067 0.718770 0.971234 0.1 -0.2 -0.2 0.32
H -6.000797 1.815180 -0.693826 0.0 0.0 0.0 0.36
C 0.513413 -5.955740 3.503424 0.1 0.0 -0.7 -1.28
C 1.121373 -5.986480 2.118574 1.8 1.8 -0.5 1.58
C 2.222613 -4.863740 1.983584 -0.8 -1.3 -0.2 -0.76
O 1.702383 -7.239090 1.866574 -0.2 -1.1 0.3 -0.64
H 0.233353 -4.913130 3.653804 -0.3 -0.1 0.3 0.19
H 1.248253 -6.242300 4.255744 -0.1 -0.1 0.0 0.41
H -0.356037 -6.613060 3.513104 0.0 0.1 0.4 0.40
H 0.372273 -5.726070 1.370814 -0.3 -0.3 -0.1 -0.68
H 3.048363 -5.132720 2.642294 -0.2 0.6 0.5 0.42
H 1.734233 -3.898890 2.120094 0.5 0.1 0.3 0.08
H 2.682333 -4.875610 0.995344 -0.3 0.0 -0.3 -0.03
H 2.264763 -7.247250 1.088584 -0.1 0.4 -0.1 0.35
C -3.772107 -2.202110 1.735014 1.3 0.2 0.2 -0.89
C -3.006927 -3.382940 2.431874 -0.3 0.5 -0.6 1.93
C -2.629287 -3.076750 3.920834 -1.0 -0.5 -0.9 -1.68
O -3.816917 -4.545650 2.324484 -0.1 -0.3 1.5 -0.68
H -3.729007 -2.175420 0.646194 0.0 -0.8 -0.3 0.24
H -3.245547 -1.267550 1.928464 -0.2 0.2 0.6 -0.10
H -4.830127 -2.152870 1.992424 0.1 -0.1 0.5 0.44
H -2.079997 -3.637620 1.918034 0.3 0.5 -0.3 -0.66
H -1.822037 -2.355980 4.050964 -0.1 0.2 -0.5 0.26
H -2.316457 -3.976680 4.450334 -0.1 -0.2 -0.2 0.41
H -3.547747 -2.703270 4.373654 0.1 0.1 0.4 0.43
H -4.107787 -4.719900 1.426354 0.1 0.1 -0.4 0.30
C 5.338323 -4.156740 -3.418126 0.7 0.6 0.8 -1.38
C 5.638213 -3.506320 -2.043236 -0.1 -0.6 -0.3 0.43
C 4.397423 -3.394850 -1.223716 -1.1 0.8 0.3 -0.14
O 6.540903 -4.314980 -1.280346 0.6 -0.6 -0.4 -0.63
H 4.906443 -3.411690 -4.086326 -0.1 0.0 0.0 0.26
H 4.631823 -4.980040 -3.312556 0.2 -0.1 0.0 0.26
H 6.287993 -4.480530 -3.844026 -0.1 -0.2 -0.1 0.43
H 6.139533 -2.548240 -2.180536 -0.3 0.2 -0.2 0.28
H 3.827523 -4.322650 -1.173646 0.2 -0.3 -0.2 0.33
H 3.731503 -2.629490 -1.622326 0.0 -0.1 0.0 -0.68
H 4.615743 -3.105890 -0.195636 0.1 0.2 0.0 0.36
H 6.945933 -3.722950 -0.642336 0.0 0.0 0.1 0.36
C -0.386897 -4.860880 -4.838066 0.4 -0.1 1.0 -1.64
C 0.237913 -3.647540 -4.131856 -0.9 -1.0 -0.7 2.52
C 1.745143 -3.764030 -4.120326 -0.3 0.9 0.4 -1.30
O -0.219437 -2.491300 -4.814696 1.2 0.7 -0.2 -0.58
H -0.043067 -4.942350 -5.869206 -0.4 0.4 -0.1 0.35
H -1.465677 -4.787720 -4.700296 -0.1 -0.2 -0.6 0.41
H -0.040597 -5.778740 -4.362976 -0.1 -0.1 0.2 0.39
H -0.129737 -3.572110 -3.108506 0.0 -0.3 0.3 -1.06
H 2.091403 -4.744220 -3.792586 -0.2 -0.1 -0.2 0.35
H 2.098903 -3.075270 -3.353146 0.5 0.2 -0.4 -0.05
H 2.119103 -3.517660 -5.114086 0.3 0.0 0.1 0.39
H -1.178467 -2.449730 -4.826476 -0.3 -0.3 0.0 0.14
C -2.840287 -4.613690 -1.398806 0.2 0.0 -0.8 -0.02
C -3.139147 -5.995430 -0.829556 -0.1 0.4 0.8 0.08
C -2.047727 -6.477580 0.111144 0.1 -0.1 -0.6 -0.76
O -4.371697 -5.942540 -0.093886 -0.3 0.0 0.2 -0.59
H -2.647677 -3.861970 -0.633346 0.1 -0.3 0.3 -0.26
H -3.622587 -4.182750 -2.023616 -0.4 -0.3 0.0 0.31
H -1.971267 -4.641560 -2.056176 0.3 -0.1 0.1 -0.07
H -3.291097 -6.811620 -1.535846 0.3 0.4 -0.7 0.38
H -2.411917 -7.391630 0.580174 0.3 0.1 0.2 0.40
H -1.693657 -5.753250 0.844674 -0.5 0.0 0.1 -0.33
H -1.191897 -6.713160 -0.521436 0.2 -0.2 0.1 0.47
H -5.072757 -6.097810 -0.731066 -0.2 0.2 0.1 0.32
C -0.120927 2.137570 -3.432146 -0.5 -0.4 -0.1 -1.61
C 0.943783 1.260680 -2.765526 -1.4 -1.8 -1.2 2.65
C 1.723993 0.417660 -3.743306 -0.3 -0.8 -1.2 -1.15
O 1.856313 1.992510 -2.062576 0.7 1.8 1.4 0.78
H 0.213993 2.744050 -4.273636 0.5 0.0 0.0 0.43
H -0.670677 2.785110 -2.749096 0.3 -0.1 0.3 0.23
H -0.865877 1.461390 -3.851576 -0.1 0.0 -0.1 0.27
H 0.435213 0.572950 -2.089886 0.0 0.3 0.2 -1.68
H 2.301973 -0.416740 -3.346036 -0.3 0.2 0.6 0.03
H 2.485003 0.973230 -4.291306 -0.2 0.5 -0.1 0.45
H 1.011253 -0.015030 -4.445376 0.1 -0.1 -0.3 0.36
H 2.150053 2.628870 -2.718596 1.0 0.5 0.3 0.25
C -4.078157 5.795010 6.755094 0.1 -0.4 -0.8 -1.37
C -2.585107 5.831400 6.395714 -0.1 0.3 1.0 0.46
C -2.226447 5.175240 5.085734 -0.7 -0.1 -0.5 -1.03
O -2.199847 7.206210 6.304324 0.3 0.0 -0.1 -0.57
H -4.586627 6.388470 5.995244 -0.3 0.1 0.2 0.34
H -4.272737 6.180300 7.755984 0.1 0.3 -0.1 0.40
H -4.501857 4.790900 6.737024 0.1 -0.2 -0.1 0.32
H -2.092777 5.371820 7.252744 0.6 -0.2 -0.1 0.22
H -1.301657 5.471560 4.590694 0.2 0.3 0.6 0.24
H -3.011067 5.497200 4.401034 -0.1 -0.3 -0.4 0.31
H -2.213217 4.086960 5.145454 -0.2 0.0 0.1 0.33
H -2.298147 7.589420 7.179024 0.0 0.1 0.0 0.32
```
Forces are in eV/Å.

***

| no. | molecular weight (g/mol) |
| --- | --- |
| 1 | 245.90 |
| 2 | 1180.27 |